Record 1
The following is a DFT calculation (ωB97M-V/def2-TZVPD) of a structure of composition C38H36IN14OSSiY.

Summary:
energy relative to the best compared isomer or geometry (same formula, charge and spin)	16.9	kcal/mol
HOMO	-0.1198	Ha
gap between HOMO and LUMO	6.97	eV
electronic energy	-3335.42872	Eh

ORCA input file:
```
! wB97M-V def2-TZVPD RIJCOSX def2/J DEFGRID3
* xyz -2 1
C 1.28274 -2.14603 5.34445
C 1.17146 1.09320 4.20586
H 2.27829 4.30517 4.38696
N -4.66580 2.04774 3.12458
C -1.91726 -1.47913 -4.13231
Si 1.44339 -0.40314 3.06867
C 5.54032 -0.49742 3.83569
H -4.01697 -1.81795 1.81001
N 4.33431 -1.84760 -2.79065
N -2.10124 0.44807 1.39511
C 0.09399 2.30608 6.01976
C 0.56800 3.65572 -0.35386
H -1.19877 -1.27829 4.41150
H 1.49023 3.58745 0.21642
C 4.31505 1.10297 -0.69068
C 1.37047 -3.19396 3.10975
H -0.33264 1.21180 -5.45474
H -5.67223 -1.31330 1.42662
C -1.79604 3.94020 -1.74937
H -1.94340 -0.51267 1.69487
C 0.80890 -2.00692 3.89506
H 0.66905 4.35760 6.28431
H -1.27998 0.95706 1.74580
H 0.94598 -3.10681 5.75606
Y 0.94690 0.24647 -0.44582
C -0.71594 -2.07345 3.83868
C -0.07911 0.46890 -3.43564
C -1.67037 -2.53764 -1.98503
C 6.06980 -1.07842 2.69323
H 2.37391 -2.13067 5.40646
C 1.89164 2.25789 3.91891
H 6.19008 -0.18928 4.64630
H -2.73038 4.06006 -2.28540
C -4.62459 -1.03082 1.35796
N 4.61114 0.25091 -1.73134
H -3.29939 -2.45785 -5.46495
N 2.61423 -1.10228 -1.62063
N -5.33867 0.94281 2.68659
N -3.22060 0.89044 2.10701
C 0.18429 4.92229 -0.77416
C -1.31335 -1.45985 -2.84293
H 5.59002 0.17894 -1.95461
H 7.14038 -1.22015 2.60250
N -1.81225 7.39338 -2.25348
H 3.22422 -1.56030 0.95472
H -3.88318 -4.25005 -3.87328
H 0.99219 -4.13520 3.52942
C -4.42862 0.26031 2.05472
N 5.22088 1.87715 -0.11111
I -0.72893 -2.63042 -0.13783
H -1.07286 -3.03198 4.23820
C -2.56085 -3.51274 -2.32969
H -2.01098 -0.50609 -6.05783
H 2.58467 2.27505 3.09096
H 0.61568 1.28487 -3.22675
N 2.31237 -2.31200 -2.17109
H 2.46067 -3.21968 3.15088
C -3.17506 -3.47810 -3.59876
C 0.81618 3.44779 5.71327
H -0.32754 0.28842 5.52929
S -2.19787 3.21349 3.09741
N 3.10976 1.23336 -0.13811
N 3.31684 -2.73438 -2.84248
H 0.79038 5.79283 -0.55514
C -1.34389 2.68741 -1.36634
O 0.69791 -0.24631 1.64748
H 5.62053 -1.90464 0.75871
C -0.39345 -0.43894 -2.44366
H -1.06864 -2.00062 2.80915
C 1.71399 3.42015 4.65559
C -1.45445 6.35462 -1.90496
H -0.63111 2.31877 6.82521
C 4.17262 -0.28215 3.93419
C -0.13465 2.48334 -0.67057
H -5.13631 2.77999 3.62242
C 3.85804 -1.24602 1.77802
C -0.63139 0.45699 -4.73579
C -3.35533 2.07263 2.78045
H 0.90698 -1.35518 5.99158
C 0.26983 1.15406 5.26820
C 5.22356 -1.45864 1.66309
H -1.95073 1.82875 -1.64007
H -4.32722 -0.95165 0.31150
N 4.53200 2.50859 0.85582
H -2.78921 -4.31846 -1.64450
C 3.86256 -0.86955 -2.03412
N 3.30511 2.13748 0.85497
H 1.08889 -3.16908 2.05407
C -2.85170 -2.48643 -4.47689
C 3.30417 -0.63695 2.90178
H 3.77801 0.19948 4.82254
C -1.55484 -0.48825 -5.07396
C -1.01430 5.06371 -1.47042
*
```

Atomic charges from the Mulliken analysis, expressed in e, are listed below: C -1.836; C 0.996; H 0.434; N 0.236; C 1.219; Si -1.716; C -0.668; H 0.228; N -0.612; N 0.042; C -0.831; C -0.111; H 0.132; H 0.366; C 0.049; C -1.810; H 0.408; H 0.369; C -0.885; H -0.105; C 2.317; H 0.329; H -0.209; H 0.512; Y -0.227; C -1.284; C -0.169; C 0.547; C -0.609; H 0.338; C -0.194; H 0.363; H 0.410; C -1.027; N -0.059; H 0.316; N 0.821; N -0.940; N 0.340; C -0.947; C -0.312; H 0.322; H 0.352; N -0.654; H 0.203; H 0.374; H 0.490; C 0.854; N -0.654; I 0.197; H 0.533; C -0.791; H 0.286; H 0.396; H 0.354; N -0.381; H 0.374; C -0.523; C -0.510; H 0.037; S -0.423; N 0.229; N -0.727; H 0.433; C -0.207; O 2.313; H 0.452; C 0.416; H -0.201; C -0.752; C -0.023; H 0.352; C -0.394; C 0.252; H 0.179; C -0.083; C -1.178; C -0.052; H 0.269; C -0.110; C -0.618; H 0.345; H 0.220; N -0.863; H 0.365; C 0.083; N -0.020; H 0.139; C -0.890; C 0.774; H 0.363; C -0.863; C 0.744



Record 2
The following is a DFT calculation (ωB97M-V/def2-TZVPD) of a structure of composition C38H36O4PPtS4.

Summary:
energy relative to the best compared isomer or geometry (same formula, charge and spin)	26.4	kcal/mol
HOMO (spin up / spin down)	-0.2260 / -0.2718	Ha
gap between HOMO and LUMO (spin up / spin down)	6.17 / 7.11	eV
expectation value of S²	0.755
electronic energy	-3824.04873	Eh

ORCA input file:
```
! wB97M-V def2-TZVPD RIJCOSX def2/J DEFGRID3
* xyz 0 2
O -2.49755 4.31547 4.24012
H -0.53371 -5.03631 -3.42563
S -1.26365 2.86889 2.05111
H 0.24736 -3.77026 1.52279
C 1.12478 2.39838 -0.78640
C 1.23960 -5.51549 -2.29092
C -0.54080 -4.09398 0.85769
C -1.56285 -3.22587 0.52759
C -0.20465 -0.05519 -2.34041
C 2.95258 -3.30996 0.14807
C -0.25728 -0.76802 -1.11315
H 0.90189 6.86564 3.91517
H 3.64187 3.55760 -4.38479
C -0.51937 -5.36552 0.30553
C 2.83051 -2.06259 0.68459
S -1.10024 1.03489 4.33584
H -2.05147 2.14182 -4.17175
H -0.74489 -2.77715 -2.52123
C 2.04842 -3.76916 -0.83540
H 0.08473 6.31282 5.37645
C 2.83039 3.95497 -3.77980
C 0.73843 4.73449 4.06594
H 2.95148 -5.71277 -1.03881
C 0.87674 -1.62421 -0.69790
C 0.18944 -4.67330 -2.70898
C -2.55744 -4.89795 -0.85906
O -0.06702 3.72489 4.69257
H -3.93149 4.68967 7.26355
C -2.40672 0.86486 -1.84000
H -3.22245 1.51601 -2.11846
H 3.10483 4.96697 -3.47792
H 3.74362 -3.96787 0.47960
C -3.12183 4.77451 6.54202
C -2.58712 -3.62729 -0.32146
C 0.20514 6.12983 4.31037
C 0.96012 0.59425 -4.35158
H -1.07141 -7.06264 -2.21311
H -0.83211 -7.80750 -0.63870
C -1.51689 -5.77669 -0.56395
C 2.57448 3.09264 -2.58436
H -2.25792 4.24889 6.94102
H 0.80082 4.50089 2.99585
P -1.40701 3.11057 4.09871
C 3.53240 2.17821 -2.14997
C 0.07339 -3.41080 -2.21032
H -4.39552 4.73982 4.79085
C -0.11911 1.42311 -4.71429
C 2.07310 1.47625 -0.39357
C 1.78844 -1.21698 0.24692
C 2.14691 -5.07279 -1.37509
C 3.28862 1.36488 -1.05935
H 1.31794 -6.51459 -2.69521
H -2.46256 -7.56799 -1.26737
C -1.28726 0.77108 -2.70147
C 1.00537 -2.92309 -1.26333
H 4.46843 2.09389 -2.68395
H 4.02710 0.65270 -0.72193
H -0.75886 6.27528 3.82548
Pt -0.10228 1.02576 2.43117
H 0.18603 2.47448 -0.25166
H 1.73195 4.59979 4.50339
O 2.94541 0.44766 1.89506
H 0.28717 -6.04052 0.54985
C -1.21691 1.50843 -3.90555
H -3.34827 -5.21782 -1.52356
C -1.37243 -0.67975 -0.33124
H 1.75773 -0.74838 -2.91464
H -2.86117 5.82412 6.43798
O -2.88036 -1.26592 1.72978
C 0.92048 -0.12533 -3.19522
H -0.07534 1.98742 -5.63491
H 1.83016 0.53711 -4.99120
H -3.28538 0.21445 0.01086
C -3.54642 4.19661 5.21299
S -1.52682 -1.58145 1.23476
C -2.45813 0.15190 -0.67744
H 1.94099 4.02834 -4.40463
C 1.38022 3.19417 -1.89061
C -1.46956 -7.12837 -1.20004
H -3.39382 -2.94426 -0.54724
S 1.76840 0.42838 1.02061
H -3.83792 3.14647 5.30443
H 3.50907 -1.69656 1.43977
H 0.62746 3.89517 -2.22096
*
```

Atomic charges from the Mulliken analysis, expressed in e, are listed below: O -0.272; H 0.473; S -0.538; H 0.593; C 0.270; C -0.606; C -0.382; C 0.298; C 0.915; C -1.224; C -0.071; H 0.413; H 0.374; C -0.530; C -1.040; S -0.406; H 0.455; H 0.557; C 1.217; H 0.258; C -1.688; C -0.058; H 0.466; C -0.729; C -1.051; C -0.782; O -0.305; H 0.404; C -1.020; H 0.424; H 0.378; H 0.399; C -1.028; C -0.790; C -1.044; C -0.859; H 0.202; H 0.355; C 0.833; C 1.000; H 0.291; H 0.147; P 0.565; C -0.886; C -0.809; H 0.288; C -0.714; C 0.637; C 0.598; C -1.150; C -0.622; H 0.460; H 0.490; C 0.958; C 0.991; H 0.357; H 0.504; H 0.241; Pt 0.914; H -0.015; H 0.308; O -0.764; H 0.338; C -1.006; H 0.410; C 0.513; H 0.560; H 0.262; O -0.763; C -0.946; H 0.447; H 0.439; H 0.708; C -0.336; S 0.850; C -0.761; H 0.351; C -0.814; C -1.589; H 0.527; S 0.652; H 0.370; H 0.750; H 0.388



Q: Among the records above, which one has the lowest energy relative to the best compared isomer or geometry (same formula, charge and spin)?
A: C38H36IN14OSSiY



Q: Number 1 is which compound?
A: C38H36IN14OSSiY